1.
ORCA calculation (ωB97M-V/def2-TZVPD) on a cluster of 2 separate species, C4H12N4 in total.

total charge = 0
gap between HOMO and LUMO = 0.361 Eh
LUMO = 0.73 eV

Geometry as XYZ:
```
20
Properties=species:S:1:pos:R:3:nbo_charge:R:1
C -0.370 1.662 1.860 -0.414
N 0.762 1.387 0.988 -0.625
C 1.998 1.148 1.533 0.278
N 3.071 1.391 0.897 -0.704
H -1.206 1.979 1.240 0.216
H -0.674 0.748 2.375 0.191
H -0.169 2.418 2.621 0.185
H 0.832 1.961 0.159 0.392
H 1.970 0.679 2.519 0.142
H 3.870 1.103 1.455 0.340
C 0.127 -1.191 -1.752 -0.461
N -2.181 -1.279 -0.223 -0.843
C -2.142 -1.639 -1.554 0.268
N -1.142 -1.610 -2.331 -0.480
H 0.088 -0.139 -1.462 0.190
H 0.891 -1.310 -2.513 0.209
H 0.424 -1.771 -0.868 0.173
H -2.930 -1.670 0.322 0.387
H -1.305 -1.158 0.257 0.389
H -3.102 -1.932 -1.975 0.166
```

***

2.
ORCA calculation (ωB97M-V/def2-TZVPD) on a cluster of 2 separate species, C4H12N4 in total.

total charge = 0
gap between HOMO and LUMO = 0.329 Eh
LUMO = 0.90 eV

Geometry as XYZ:
```
20
Properties=species:S:1:pos:R:3:nbo_charge:R:1
C -0.147 -1.391 -1.921 -0.693
N -0.828 0.521 -0.463 -0.471
C -0.640 -0.992 -0.563 0.466
N -1.886 0.993 0.345 -0.729
N -1.064 -1.791 0.329 -0.686
H -0.690 1.050 -1.321 0.382
H -2.741 0.459 0.221 0.387
H -1.659 1.866 0.810 0.400
H -1.548 -1.364 1.114 0.356
H 0.665 -0.730 -2.229 0.238
H -0.947 -1.302 -2.657 0.238
H 0.264 -2.395 -1.847 0.245
C 1.181 0.394 1.789 -0.701
C 1.161 0.628 0.299 0.229
N 1.783 1.529 -0.379 -0.783
H 2.337 2.147 0.214 0.336
H 1.214 -0.518 -0.162 0.118
H 2.123 -0.071 2.078 0.238
H 0.421 -0.359 2.018 0.223
H 1.002 1.325 2.328 0.208
```

***

3.
ORCA calculation (ωB97M-V/def2-TZVPD) on an isolated molecule of C4H12N4.

total charge = 0
gap between HOMO and LUMO = 0.309 Eh
LUMO = 0.69 eV

Geometry as XYZ:
```
20
Properties=species:S:1:pos:R:3:nbo_charge:R:1
C 0.898 2.236 -0.321 -0.616
C 0.578 0.754 0.361 -0.507
C 0.229 -0.531 -0.207 0.421
C -2.646 -0.581 0.488 -0.440
H 0.307 2.317 -1.310 0.234
H 1.977 2.015 -0.891 0.205
H 0.715 3.086 0.483 0.247
H -0.195 1.034 0.963 0.233
H 1.294 0.385 1.168 0.230
H 0.655 -2.239 -0.983 0.415
H 2.889 -0.329 -0.349 0.390
H 3.087 -1.883 1.057 0.402
H -2.347 -0.213 -1.415 0.337
H -3.747 -0.093 0.247 0.193
H -2.163 -0.146 1.459 0.179
H -2.738 -1.790 0.802 0.192
N 1.190 -1.497 -0.293 -0.477
N 2.596 -1.323 0.054 -0.744
N -0.818 -1.076 -0.708 -0.403
N -1.761 -0.127 -0.605 -0.492
```

***

4.
ORCA calculation (ωB97M-V/def2-TZVPD) on an isolated molecule of C4H12N4.

total charge = 0
gap between HOMO and LUMO = 0.334 Eh
LUMO = 1.07 eV

Geometry as XYZ:
```
20
Properties=species:S:1:pos:R:3:nbo_charge:R:1
C -0.594 0.619 0.582 0.004
C 1.622 -0.744 1.788 -0.421
C -0.244 1.868 -0.199 -0.644
C -1.953 0.030 0.263 -0.636
N 0.631 -0.625 0.736 -0.262
N 0.561 -1.437 -2.522 -0.690
N 1.004 -1.138 -0.433 0.007
N 0.237 -0.781 -1.364 -0.184
H -0.586 0.869 1.644 0.188
H -0.250 -1.678 -3.083 0.358
H 1.231 -0.874 -3.034 0.352
H 1.546 -0.005 2.593 0.207
H 2.653 -0.648 1.434 0.203
H 1.567 -1.720 2.279 0.199
H -0.354 1.742 -1.278 0.224
H -2.751 0.686 0.633 0.208
H -0.921 2.687 0.077 0.218
H 0.784 2.187 -0.008 0.219
H -2.126 -0.072 -0.811 0.222
H -2.057 -0.966 0.703 0.227
```

***

Most stable: 1